[1]
# C5H11BeO4

C5H11BeO4 as an isolated structure (ωB97M-V/def2-TZVPD, the OMol25 dataset).

Last column: natural (NBO) charge in e.
Positions of all 21 atoms, in Å:
O 0.9568 1.8069 0.3549  -1.0470
O 2.3669 0.2206 -1.0920  -0.5571
O 0.2792 -0.7283 0.0729  -0.6788
O -2.2562 0.5377 -0.6996  -0.5709
C -2.0160 -0.1918 0.4700  -0.0973
C 2.5802 -0.7028 -0.2963  0.4131
C -1.0032 -1.3097 0.3127  -0.1019
C -1.5016 1.7681 -0.8545  -0.6490
C 1.4217 -1.5343 0.1650  -0.1798
Be 0.3619 0.8037 -0.6897  1.5037
H 1.8008 1.4663 0.8474  0.5175
H -0.9899 -1.9213 1.2275  0.2079
H 1.0472 2.7602 0.2536  0.5558
H -1.2464 -1.9621 -0.5390  0.2108
H -1.9336 2.5273 -0.1734  0.1846
H -1.7381 2.1292 -1.8698  0.1985
H -1.6781 0.4788 1.2817  0.1819
H 1.3234 -2.4199 -0.4872  0.2568
H 1.6154 -1.8812 1.1951  0.2334
H -2.9600 -0.6587 0.7892  0.2231
H 3.5699 -1.1886 -0.2685  0.1946

highest occupied orbital energy = -11.4195 eV
E = -512.5328 Eh
net charge = +1
frontier orbital gap = 6.430 eV
largest force on an atom = 4.21 eV/Å
energy relative to the best compared isomer or geometry (same formula, charge and spin) = 71.3 kJ/mol

=====

[2]
# C25H24ClIrNO2

C25H24ClIrNO2 as an isolated structure (ωB97M-V/def2-TZVPD, the OMol25 dataset).

Last column: Mulliken spin population.
Positions of all 54 atoms, in Å:
Ir -2.4731 -0.7452 -1.7720  2.1225
Cl -2.6372 1.3800 -1.2234  0.2116
O -0.4296 -0.5595 -0.7330  0.0515
O 0.7453 -1.1916 1.1101  0.0511
N 2.0966 1.2279 -1.3102  0.0180
C 2.5490 -2.4124 -0.9515  -0.0036
C 0.6187 -0.9674 -0.1152  -0.0071
C -4.0093 -1.5967 -3.0796  0.1889
C 1.6833 1.7298 3.6267  -0.0028
C -4.0799 0.2639 1.9378  0.3096
C -2.4302 -2.8544 -1.8592  0.0968
C -0.3424 3.0625 0.6820  0.0238
C 1.2803 2.0872 2.2165  0.0024
C -3.4802 1.3043 2.6788  0.3422
C 3.5980 -0.2713 -2.4328  0.0056
C 2.5127 -0.0694 -1.5610  0.0039
C 3.6508 -2.6024 -1.8006  0.0069
C 3.3115 0.8533 1.3541  0.0011
C -3.0550 -0.7296 1.7506  0.3924
C 1.4848 1.7437 -0.1657  0.0385
C 4.1658 -1.5352 -2.5457  -0.0032
C 0.3557 2.5341 -0.3884  -0.0086
C -2.0847 1.0042 2.8998  0.3241
C -3.8151 -2.4312 -1.9002  0.0603
C -1.8477 -0.2922 2.4064  0.3079
C 1.9196 -1.1644 -0.9090  0.0053
C -2.7394 -1.5137 -3.7637  0.1061
C 0.1466 2.8748 1.9673  -0.0039
C -1.7510 -2.2442 -2.9983  0.1291
C 2.0203 1.5834 1.1328  0.0134
H 0.0368 2.6820 -1.4165  0.0012
H -1.3587 1.5885 3.4641  0.0486
H -5.0569 0.2505 1.4748  0.0087
H -0.6803 -2.2163 -3.2130  0.0195
H -4.9354 -1.1249 -3.4203  0.0170
H -4.6113 -2.7182 -1.1989  0.0128
H 2.1636 -3.2162 -0.3220  0.0003
H -2.5346 -0.9504 -4.6766  0.0146
H -1.2680 3.6009 0.4894  0.0027
H -0.3920 3.3287 2.8025  0.0057
H -0.9173 -0.8504 2.4964  0.0564
H 4.0112 0.5995 -2.9478  -0.0003
H 4.1190 -3.5854 -1.8629  0.0003
H -3.1583 -1.6174 1.1509  -0.0003
H 2.1976 1.8765 -2.0976  -0.0009
H -3.9785 2.1943 3.0636  0.0152
H 3.1106 -0.2087 1.5539  -0.0002
H 3.9882 0.9049 0.4934  0.0000
H 5.0198 -1.6717 -3.2076  -0.0003
H -1.9622 -3.4886 -1.0891  0.0125
H 1.6183 0.6429 3.7971  0.0004
H 2.7185 2.0395 3.8262  0.0009
H 1.0414 2.2120 4.3747  0.0015
H 3.8642 1.2598 2.2119  0.0002

highest occupied orbital energy (alpha / beta) = -5.5023 / -7.0889 eV
E = -1736.5451 Eh
spin multiplicity = 6
frontier orbital gap (alpha / beta) = 5.914 / 3.449 eV
largest force on an atom = 5.09 eV/Å
energy relative to the best compared isomer or geometry (same formula, charge and spin) = 0.0 kJ/mol

=====

[3]
# C8H11OPd

C8H11OPd as an isolated structure (ωB97M-V/def2-TZVPD, the OMol25 dataset).

Last column: natural (NBO) charge in e.
Positions of all 21 atoms, in Å:
Pd 0.1861 0.5103 0.6207  0.0799
O 2.9596 1.7521 0.1025  -0.5752
C -1.7477 0.2722 2.2520  -0.3412
C 3.0708 0.2874 2.0175  -0.7528
C -1.7816 -0.7276 0.1923  -0.4033
C 2.1780 0.9481 0.9980  0.1803
C 2.1675 2.5020 -0.7645  -0.2733
C -2.1728 0.4327 0.9213  -0.3957
C -1.0756 -0.9710 2.3451  -0.3760
C -1.1281 -1.6040 1.0854  -0.3428
H 4.1077 0.2886 1.6693  0.1958
H -0.6863 -1.4095 3.2543  0.1947
H 3.0427 0.8017 2.9932  0.2243
H 2.0423 3.5363 -0.4004  0.1563
H -1.9837 0.9286 3.0797  0.2002
H 2.7635 -0.7517 2.1842  0.2347
H 1.1454 2.0243 -0.8325  0.2208
H -2.1214 -0.9788 -0.8090  0.2071
H -2.8347 1.2147 0.5592  0.2064
H -0.8010 -2.6142 0.8691  0.2014
H 2.6317 2.5316 -1.7586  0.1585

highest occupied orbital energy (alpha / beta) = -1.9919 / -1.9906 eV
E = -514.4609 Eh
net charge = -1
frontier orbital gap (alpha / beta) = 5.954 / 5.953 eV
largest force on an atom = 3.17 eV/Å
energy relative to the best compared isomer or geometry (same formula, charge and spin) = 38.5 kJ/mol